Record 1
Molecular formula: C24H39CoN4PSSi
Method: DFT, wB97M-V/def2-TZVPD

Properties
LUMO level (alpha / beta), eV: -5.357 / -6.243
Frontier orbital gap (alpha / beta), eV: 7.9 / 7.0
⟨S²⟩: 3.77
Energy relative to the best compared isomer or geometry (same formula, charge and spin), kJ/mol: 51.24

Geometry as ORCA input:
```
! RIJCOSX wB97M-V def2-TZVPD def2/J DEFGRID3
* xyz 2 4
Co -0.01375 0.02576 0.00961
C 4.56277 -1.77326 0.93539
C 3.67486 -0.53927 0.70348
C 4.50239 0.57110 0.05757
C 2.45158 -0.91412 -0.11761
C 1.67784 -2.03310 0.21866
C 0.59466 -2.44851 -0.55518
C 0.23960 -1.77809 -1.73072
C -0.83459 -2.29724 -2.64392
C 1.02200 -0.66855 -2.08398
C 2.09190 -0.23855 -1.29271
H 5.48577 -1.47559 1.42959
H 4.82374 -2.23247 -0.01969
H 4.08872 -2.52720 1.56281
H 3.32310 -0.17560 1.67591
H 4.86763 0.25691 -0.92244
H 5.37021 0.78081 0.67956
H 3.94316 1.50201 -0.04793
H 1.94065 -2.61214 1.09383
H 0.05605 -3.34708 -0.27623
H -1.77959 -1.77561 -2.48005
H -1.00157 -3.36023 -2.48098
H -0.55639 -2.14947 -3.68592
H 0.84176 -0.19745 -3.04161
H 2.71274 0.57213 -1.64781
C -4.25319 5.21215 -1.48570
Si -3.09246 4.87605 -0.03951
C -4.03826 4.09686 1.38552
C -2.22182 6.44407 0.54110
C -1.68918 3.80842 -0.79906
C -1.05307 4.34072 -1.92159
C -0.00612 3.67824 -2.54682
C 0.39662 2.46439 -2.03675
N -0.19088 1.91406 -0.96934
C -1.19953 2.57236 -0.36766
S -1.80092 1.67173 0.98867
H -5.09145 5.82591 -1.14974
H -4.65724 4.28695 -1.89976
H -3.75139 5.75219 -2.29002
H -4.86646 4.75904 1.65107
H -3.41591 3.97427 2.27297
H -4.46172 3.12635 1.12580
H -2.94748 7.12919 0.98410
H -1.73939 6.96026 -0.29066
H -1.46155 6.22451 1.29231
H -1.38187 5.29496 -2.31788
H 0.49007 4.09676 -3.41062
H 1.22015 1.93317 -2.49317
C -2.38059 -2.73424 4.19002
N -2.92040 -1.36510 3.77075
C -2.34651 -0.30149 4.72794
N -0.93018 -0.37786 4.77871
C -0.48871 -1.71065 5.17343
N -0.96120 -2.71334 4.22044
C -0.33000 -2.59838 2.91234
P -0.70763 -0.94925 2.08944
C -2.55813 -1.07188 2.35402
C -0.27884 0.10018 3.56638
H -2.75217 -3.47050 3.47779
H -2.77437 -2.95011 5.18306
H -3.93837 -1.36168 3.86019
H -2.77839 -0.49929 5.70890
H -2.66978 0.67186 4.35894
H -0.89295 -1.94478 6.15898
H 0.59789 -1.73796 5.22802
H -0.66476 -3.41725 2.27093
H 0.74921 -2.69615 3.04020
H -2.93892 -1.87698 1.72236
H -3.03236 -0.14390 2.03985
H -0.55993 1.13444 3.37090
H 0.80460 0.06879 3.70254
*
```

Atom charges from the Löwdin analysis, given in e for atoms 1 to 4: 0.5350 -0.0464 -0.3657 -0.0639


Record 2
Molecular formula: C24H39IN4O12PS
Method: DFT, wB97M-V/def2-TZVPD

Properties
LUMO level, eV: -4.896
Frontier orbital gap, eV: 7.2
Energy relative to the best compared isomer or geometry (same formula, charge and spin), kJ/mol: 0.00

Geometry as ORCA input:
```
! RIJCOSX wB97M-V def2-TZVPD def2/J DEFGRID3
* xyz 1 1
C -1.47502 0.75807 -3.68530
C -0.76336 1.24701 -2.85466
C -0.09058 1.86469 -1.70484
C 0.81194 0.96087 -0.89399
C 2.14548 1.32733 -0.63223
N 2.61833 2.54461 -1.22360
C 3.14276 2.43352 -2.32892
S 3.73043 2.30610 -3.74995
N 3.03060 0.70105 0.09344
N 2.65194 -0.43505 0.62267
C 3.75147 -1.13421 1.46619
N 4.85337 -0.28814 1.75912
C 1.42546 -0.92765 0.42758
P 1.17797 -2.58344 1.24036
O 2.22195 -3.51181 0.80955
O 1.19089 -2.34654 2.82462
O -0.24809 -3.21014 0.93605
C 0.42245 -0.27347 -0.31860
C -0.98445 -0.76694 -0.52304
C -1.16122 -1.84740 -1.62626
C 0.04832 -2.03618 -2.54961
I -0.57943 -3.07744 -4.31578
H -2.13963 0.34081 -4.40775
H 0.52909 2.67401 -2.08925
H -0.80307 2.35196 -1.03004
H 4.12141 -1.95484 0.85919
H 3.32478 -1.45422 2.41068
H 5.41233 -0.08567 0.94328
H 4.58564 0.55910 2.24051
H 0.51092 -1.68700 3.04452
H -0.13020 -3.93440 0.30255
H -1.37744 -1.15721 0.41534
H -1.58815 0.10301 -0.77046
H -2.03405 -1.61746 -2.23138
H -1.35096 -2.80306 -1.14498
H 0.80174 -2.68459 -2.09857
H 0.52677 -1.10715 -2.84366
C -2.56493 5.40973 3.72829
C -1.38477 6.24961 3.29127
O -0.14529 5.51859 3.37968
C 0.07799 4.64170 2.41885
O -0.62998 4.40469 1.47066
O 1.24902 4.03414 2.66469
C 1.54924 3.02143 1.71876
H -2.39753 5.00866 4.72860
H -3.47270 6.01162 3.73701
H -2.71949 4.56639 3.05597
H -1.26410 7.10021 3.95792
H -1.51518 6.63715 2.28152
H 1.49918 3.41696 0.71111
H 0.85134 2.18684 1.84013
H 2.56058 2.67517 1.92045
C -2.43363 0.02269 -9.50935
C -3.50489 0.18537 -8.45254
O -3.13452 1.15681 -7.45855
C -3.25162 2.43179 -7.83289
O -3.65282 2.82646 -8.89377
O -2.84697 3.19867 -6.81666
C -2.84908 4.59987 -7.10797
H -1.47301 -0.20776 -9.04593
H -2.69763 -0.78159 -10.19551
H -2.30912 0.93828 -10.08561
H -3.63426 -0.74890 -7.90847
H -4.46679 0.44602 -8.89279
H -3.82008 4.92077 -7.47757
H -2.07466 4.83325 -7.83686
H -2.63136 5.11155 -6.17473
C 1.73379 -5.50658 4.81671
C 0.49747 -4.79499 5.33241
O -0.00661 -5.40183 6.52571
C 0.67522 -5.11584 7.63798
O 1.63011 -4.38629 7.71171
O 0.11185 -5.77199 8.64754
C 0.78591 -5.62123 9.90137
H 1.53138 -6.56940 4.68036
H 2.04974 -5.08091 3.86317
H 2.55979 -5.41931 5.52091
H -0.30409 -4.87264 4.59821
H 0.68709 -3.73437 5.50433
H 0.91886 -4.57079 10.14952
H 1.75012 -6.12581 9.87173
H 0.15603 -6.09232 10.64985
*
```

Atom charges from the Löwdin analysis, given in e for atoms 1 to 4: 0.1529 -0.1064 -0.1051 -0.0466


Record 3
Molecular formula: C24H39N3O3S
Method: DFT, wB97M-V/def2-TZVPD

Properties
LUMO level, eV: 3.773
Frontier orbital gap, eV: 2.0

Geometry as ORCA input:
```
! RIJCOSX wB97M-V def2-TZVPD def2/J DEFGRID3
* xyz -2 1
C -1.70039 1.64391 -4.70694
C -0.44882 2.56588 -4.71531
C 0.22449 2.66191 -3.30524
C 1.60533 1.96386 -3.25948
C 1.45447 0.49076 -2.81535
C 2.71727 -0.10826 -2.17082
C 3.17279 0.63226 -0.88139
C 3.10738 -0.28180 0.36985
C 2.03255 0.13795 1.42195
C 0.73059 0.63870 0.81828
C -0.22067 -0.19748 0.27531
C 0.05234 -1.69481 0.27556
C -0.45229 -2.37947 1.59200
C -0.84342 -1.42523 2.73085
C -1.42528 0.33957 -0.27272
C -2.54557 -0.44894 -0.95194
C -3.07237 -1.67185 -0.21085
O -2.67422 -2.78280 -0.52642
N -4.06125 -1.53666 0.81720
C -4.51315 -2.87577 1.22771
C -5.24916 -0.90861 0.12815
C -1.63625 1.69107 -0.21866
C -0.71677 2.58941 0.32195
N -0.78083 3.92702 0.41787
S 0.63705 4.37231 1.10731
N 1.38887 2.91952 1.33753
C 0.50401 2.04189 0.84110
H -2.51870 2.13055 -5.25246
H -1.46736 0.71068 -5.22960
H -2.06362 1.44358 -3.69624
H 0.27965 2.22198 -5.45580
H -0.75873 3.58085 -4.98963
H -0.43268 2.24909 -2.53656
H 0.36235 3.73165 -3.10712
H 2.26209 2.53305 -2.59159
H 2.09053 1.96124 -4.24527
H 1.19535 -0.09660 -3.71174
H 0.60526 0.40403 -2.12806
H 2.54366 -1.17161 -1.97471
H 3.51272 -0.06149 -2.93225
H 4.23161 0.87931 -1.03462
H 2.64227 1.57615 -0.73902
H 2.99147 -1.34181 0.12489
H 4.07731 -0.20397 0.87573
H 2.47837 0.91344 2.04368
H 1.87551 -0.71872 2.08730
H -0.28958 -2.19164 -0.63573
H 1.13665 -1.80170 0.28769
H -1.28045 -3.07788 1.44314
H 0.38445 -2.97819 1.97718
H -0.02797 -0.76896 3.04852
H -1.07826 -2.04973 3.60287
H -1.73072 -0.82172 2.50190
H -3.36080 0.24051 -1.19358
H -2.15595 -0.83346 -1.90437
H -3.69596 -3.42122 1.69939
H -4.94302 -3.43779 0.38496
H -5.31668 -2.78645 1.96868
H -5.20998 -1.11493 -0.95135
H -6.14726 -1.41786 0.48136
H -5.28894 0.16279 0.33153
H -2.56321 2.10230 -0.62182
O 5.58044 -1.36967 5.40350
C 4.46795 -0.63757 5.34613
C 3.12704 -1.57428 5.25975
O 2.01244 -0.84310 5.19338
H 4.37328 0.05583 4.47467
H 4.27205 0.03799 6.21463
H 3.21587 -2.26234 6.13544
H 3.32484 -2.25671 4.39767
*
```

Atom charges from the Löwdin analysis, given in e for atoms 1 to 4: -0.1063 -0.2384 -0.1943 -0.1997


Record 4
Molecular formula: C24H39N5O6
Method: DFT, wB97M-V/def2-TZVPD

Properties
LUMO level, eV: 0.602
Frontier orbital gap, eV: 9.4
SMILES string: CC(C)C[C@H](NC(=O)c1nc[nH]c1C(=O)N1CCN(C(=O)OC(C)(C)C)CC1)C(=O)OC(C)(C)C
Energy relative to the best compared isomer or geometry (same formula, charge and spin), kJ/mol: 65.92

Geometry as ORCA input:
```
! RIJCOSX wB97M-V def2-TZVPD def2/J DEFGRID3
* xyz 0 1
C -0.93100 -2.47889 2.06234
H -0.58251 -1.65200 1.45144
H -1.39119 -2.07774 2.96306
H -0.06536 -3.06958 2.35340
C -1.92483 -3.34753 1.29527
C -2.27497 -4.59252 2.10845
H -1.37978 -5.17090 2.32328
H -2.96976 -5.22608 1.56239
H -2.73565 -4.31155 3.05323
C -3.21039 -2.58677 0.95377
H -3.69836 -2.26125 1.87575
H -3.89119 -3.26226 0.43147
C -2.99817 -1.36713 0.05168
N -2.61453 -0.19178 0.78588
C -1.61175 0.61880 0.39581
O -0.82736 0.35254 -0.50163
C -1.54341 1.85259 1.19777
C -0.60234 2.86533 1.17189
N -1.08298 3.82099 2.02184
C -2.24547 3.35853 2.53719
N -2.54628 2.18452 2.06644
H -2.83329 3.90124 3.25000
H -0.64930 4.71806 2.17420
C 0.60201 3.15141 0.34993
O 0.63855 4.18755 -0.29730
N 1.62472 2.27901 0.39516
C 1.74166 1.12126 1.25182
H 2.57851 1.28645 1.94423
C 2.02847 -0.13014 0.41131
N 3.17905 0.09994 -0.43176
C 4.37624 -0.45069 -0.10377
O 4.50184 -1.27951 0.77023
O 5.36052 0.01865 -0.89206
C 6.70010 -0.51771 -0.78635
C 7.27790 -0.23565 0.60058
H 6.70322 -0.76231 1.35725
H 7.24468 0.83178 0.80979
H 8.31034 -0.57085 0.64225
C 6.70015 -2.01600 -1.08668
H 6.13593 -2.54961 -0.32708
H 6.24552 -2.20155 -2.05754
H 7.72103 -2.38731 -1.09709
C 7.48523 0.24209 -1.85716
H 7.05157 0.05940 -2.83684
H 8.52043 -0.08534 -1.86057
H 7.45124 1.31019 -1.65822
C 3.01294 1.23613 -1.30771
H 2.13764 1.05412 -1.93901
C 2.77358 2.49058 -0.46229
H 3.65638 2.68992 0.15738
H 2.56749 3.35768 -1.09133
H 3.89886 1.35515 -1.92844
H 1.16351 -0.33759 -0.22366
H 2.23958 -0.98181 1.05835
H 0.82640 0.98454 1.82573
H -3.25439 0.18768 1.46963
H -2.18740 -1.56587 -0.66293
C -4.25508 -1.10273 -0.79512
O -4.89951 -1.98346 -1.30394
O -4.48649 0.19453 -0.87293
C -5.57571 0.73945 -1.66352
C -5.43503 2.25013 -1.47871
H -4.46061 2.57674 -1.83217
H -5.52039 2.50621 -0.42577
H -6.20902 2.76878 -2.03642
C -5.39889 0.35327 -3.13037
H -4.41403 0.65738 -3.47830
H -6.15480 0.84917 -3.73274
H -5.49855 -0.72174 -3.25396
C -6.91444 0.24602 -1.11791
H -7.72660 0.72230 -1.65977
H -7.00276 0.49325 -0.06200
H -6.99642 -0.83110 -1.23569
H -1.45534 -3.66636 0.35855
*
```

Atom charges from the Löwdin analysis, given in e for atoms 1 to 4: -0.0658 0.0520 0.0864 0.0793


Record 5
Molecular formula: C24H40BrFN4SSiV
Method: DFT, wB97M-V/def2-TZVPD

Properties
LUMO level (alpha / beta), eV: -2.104 / -2.144
Frontier orbital gap (alpha / beta), eV: 8.4 / 8.6
⟨S²⟩: 2.04
Energy relative to the best compared isomer or geometry (same formula, charge and spin), kJ/mol: 90.96

Geometry as ORCA input:
```
! RIJCOSX wB97M-V def2-TZVPD def2/J DEFGRID3
* xyz 1 3
V 0.12352 -0.10968 -0.59994
C 2.24334 3.24323 -2.74411
Si 1.99809 2.61313 -0.98911
C 1.99345 4.01460 0.26509
C 3.38955 1.41715 -0.57316
N 0.46969 1.74447 -0.82976
C -0.70382 2.50891 -0.68220
C -0.99093 3.66911 -1.40051
C -2.17140 4.36379 -1.17703
C -3.10414 3.91354 -0.25468
C -2.86109 2.74604 0.46126
C -1.67313 2.10215 0.22095
F -1.38905 0.90044 0.87925
H 2.01416 4.30255 -2.83784
H 1.61422 2.70747 -3.45138
H 3.27287 3.11301 -3.06409
H 2.55670 4.86968 -0.09205
H 2.45029 3.69804 1.20003
H 0.99011 4.36044 0.48746
H 3.81355 0.91728 -1.43585
H 4.19266 1.99292 -0.11947
H 3.10127 0.64149 0.13966
H -0.29293 4.02272 -2.13963
H -2.36524 5.26298 -1.74233
H -4.02634 4.45546 -0.10243
H -3.56676 2.33818 1.16603
C 0.63942 -7.12445 -1.11441
C 0.99362 -5.69708 -1.37914
C 2.24447 -5.32582 -1.87212
C 2.53205 -3.99375 -2.12148
C 1.50215 -3.10575 -1.85908
Br 1.84689 -1.22695 -2.18770
N 0.32091 -3.39647 -1.38750
C 0.07345 -4.68388 -1.14749
H 1.52128 -7.75829 -1.14997
H -0.06653 -7.49260 -1.85711
H 0.17941 -7.23935 -0.13540
H 2.99764 -6.07874 -2.05780
H 3.48870 -3.67564 -2.49484
H -0.90720 -4.91007 -0.75396
C 1.79993 1.15730 5.17792
C 1.10421 1.62686 3.91611
N 1.14657 0.62859 2.85803
C 0.35100 -0.39176 2.60100
S 0.81022 -1.47249 1.29780
N -0.75774 -0.67396 3.25634
C -1.45865 0.07516 4.29185
C -2.56601 -0.79029 4.85943
H 1.78436 1.94771 5.92178
H 2.83856 0.89970 4.98011
H 1.31856 0.27966 5.60473
H 1.59991 2.50789 3.49880
H 0.06238 1.92087 4.09360
H 1.97417 0.63647 2.26999
H -1.25479 -1.46699 2.86521
H -1.86847 0.99287 3.85320
H -0.74546 0.35564 5.07744
H -3.28812 -1.05910 4.09097
H -3.09747 -0.24660 5.63491
H -2.16651 -1.70354 5.29567
C -2.94691 -1.56608 -3.46719
C -1.60718 -0.97366 -3.05655
C -1.29640 0.27917 -3.86817
C -1.59139 -0.65010 -1.57535
H -2.97544 -1.79622 -4.53033
H -3.75489 -0.86796 -3.25802
H -3.15330 -2.48223 -2.91831
H -0.83186 -1.71862 -3.26846
H -2.07096 1.03501 -3.72108
H -1.23716 0.06984 -4.93612
H -0.34970 0.73263 -3.56412
H -1.87987 -1.52337 -0.96926
H -2.33645 0.13738 -1.37810
*
```

Atom charges from the Löwdin analysis, given in e for atoms 1 to 4: 0.4569 -0.1634 0.4296 -0.1440


Record 6
Molecular formula: C24H40IN2O6Si2
Method: DFT, wB97M-V/def2-TZVPD

Properties
LUMO level, eV: 0.456
Frontier orbital gap, eV: 3.6

Geometry as ORCA input:
```
! RIJCOSX wB97M-V def2-TZVPD def2/J DEFGRID3
* xyz -1 1
C 5.31822 -1.82694 1.99160
C 4.33586 -0.58281 1.75331
O 4.88775 0.19468 0.66074
C 2.78235 -0.97251 1.59636
O 2.19958 -0.65084 0.31250
C 1.81955 0.70853 0.21543
C 2.54388 1.58316 -0.86991
C 2.16994 3.07306 -1.02332
C 1.11987 3.72483 -0.08607
C 0.73739 5.29390 -0.20696
C 1.91055 6.21580 0.44533
C 2.36018 5.71412 1.90426
I 3.67832 6.36659 -0.83566
C 0.41610 2.86153 0.97656
C 0.74527 1.34945 1.11614
C -0.15815 0.70276 2.25079
O -0.24698 -0.45211 2.69923
N -0.98574 1.87611 2.65870
C -2.39494 1.66834 2.12172
C -3.52380 1.78279 3.25835
C -3.78513 3.27738 3.77617
C -4.32425 4.23262 2.59872
O -5.05430 3.79138 1.66873
O -4.03001 5.63301 2.59775
C -0.68168 3.20005 2.07631
O -1.11584 4.33676 2.36941
H 5.11912 -2.40858 2.95227
H 5.22262 -2.50442 1.07210
H 6.38717 -1.39328 2.05092
H 4.41866 0.07681 2.70281
H 4.64854 1.12832 0.88483
H 2.71651 -2.12245 1.69563
H 2.22288 -0.55216 2.49629
H 3.33750 1.10290 -1.54731
H 2.69536 3.71056 -1.81621
H -0.24022 5.52512 0.32782
H 0.70351 5.49842 -1.33862
H 1.48345 7.26816 0.55702
H 3.23340 6.38879 2.24780
H 1.52865 5.86363 2.67228
H 2.78258 4.63997 1.89654
H -2.48162 0.64419 1.62961
H -2.65129 2.43924 1.29851
H -3.18620 1.16576 4.15583
H -4.52077 1.38190 2.85869
H -2.78356 3.65234 4.21281
H -4.53037 3.32933 4.65279
H -3.44757 5.83786 1.83164
C -1.06171 -0.97520 -2.24932
Si -0.89580 -2.85506 -2.11400
C -1.60788 -3.36044 -0.44875
C 0.94212 -3.25356 -2.11983
N -1.73819 -3.55270 -3.44347
Si -1.81706 -5.25716 -3.67612
C -2.67660 -6.15101 -2.26217
C -0.12667 -6.04040 -3.93476
C -2.82940 -5.57800 -5.24067
H -0.53776 -0.48568 -1.41978
H -0.63074 -0.61682 -3.18746
H -2.11420 -0.67932 -2.21439
H -1.20924 -2.71876 0.34608
H -1.34735 -4.39070 -0.19575
H -2.69677 -3.26416 -0.44338
H 1.37390 -3.09145 -3.11088
H 1.13044 -4.28731 -1.82129
H 1.47294 -2.60700 -1.41143
H -2.04226 -6.20313 -1.37439
H -2.91539 -7.18061 -2.55310
H -3.61096 -5.65152 -1.99466
H 0.45895 -5.47290 -4.66265
H -0.23575 -7.06298 -4.31402
H 0.43726 -6.09759 -3.00113
H -2.35750 -5.10994 -6.10797
H -3.84045 -5.17597 -5.13416
H -2.90623 -6.65464 -5.43082
*
```

Atom charges from the Löwdin analysis, given in e for atoms 1 to 4: -0.0682 -0.3710 -0.0814 -0.1245